Entry from OMol25: a structure of composition C24H48AgO18 (ωB97M-V/def2-TZVPD).

Geometry as XYZ:
```
91
Properties=species:S:1:pos:R:3
Ag -0.66 0.14 0.35
C -0.83 4.05 -1.92
C -1.04 4.79 -0.56
O 0.01 4.64 0.29
C 0.24 3.55 1.10
O -0.42 2.44 0.98
O 1.14 3.92 2.09
C 1.69 2.92 2.91
H -1.60 4.29 -2.66
H -0.83 2.96 -1.81
H 0.13 4.29 -2.37
H -1.88 4.30 -0.04
H -1.31 5.81 -0.80
H 1.06 2.03 3.01
H 1.98 3.34 3.87
H 2.55 2.51 2.38
C -1.53 -4.83 2.23
C -0.13 -4.16 1.96
O 0.34 -4.10 0.61
C -0.05 -3.28 -0.30
O -0.98 -2.51 -0.22
O 0.52 -3.68 -1.38
C 0.10 -3.37 -2.68
H -2.43 -4.37 1.83
H -1.72 -4.99 3.29
H -1.54 -5.89 1.95
H 0.61 -4.54 2.66
H -0.16 -3.09 2.13
H -0.16 -4.30 -3.19
H 0.81 -2.87 -3.34
H -0.87 -2.88 -2.77
C 1.25 1.15 -5.62
C 0.42 1.24 -4.33
O -0.38 0.13 -4.33
C -1.04 -0.15 -3.21
O -0.90 0.51 -2.19
O -1.91 -1.11 -3.54
C -3.15 -1.20 -2.83
H 0.75 1.52 -6.52
H 1.72 0.20 -5.87
H 2.07 1.86 -5.63
H -0.08 2.20 -4.20
H 1.10 1.26 -3.47
H -3.84 -1.98 -3.15
H -3.78 -0.31 -2.78
H -2.85 -1.62 -1.88
C 4.11 2.79 -1.35
C 3.15 2.25 -2.39
O 3.34 0.84 -2.39
C 2.74 -0.09 -1.60
O 1.72 0.10 -0.92
O 3.28 -1.28 -1.77
C 4.25 -1.59 -2.86
H 3.93 2.40 -0.35
H 3.86 3.85 -1.34
H 5.17 2.71 -1.55
H 3.29 2.64 -3.39
H 2.07 2.36 -2.34
H 4.64 -0.69 -3.32
H 3.88 -2.14 -3.72
H 5.09 -2.15 -2.44
C 4.24 -1.48 1.42
C 3.10 -1.81 2.31
O 2.10 -0.85 2.32
C 1.04 -0.91 3.10
O -0.02 -0.44 2.72
O 1.18 -1.53 4.29
C 0.12 -1.66 5.22
H 4.01 -2.01 0.49
H 5.15 -1.91 1.83
H 4.41 -0.43 1.20
H 3.55 -2.02 3.28
H 2.63 -2.77 2.12
H 0.03 -0.81 5.90
H 0.29 -2.51 5.88
H -0.76 -1.92 4.64
C -5.18 -0.51 4.90
C -4.23 0.02 3.83
O -4.87 0.78 2.82
C -4.12 1.13 1.70
O -2.93 0.87 1.47
O -5.01 1.75 0.77
C -4.56 1.94 -0.60
H -5.92 -1.19 4.48
H -5.75 0.36 5.20
H -4.70 -0.95 5.78
H -3.80 -0.83 3.31
H -3.46 0.64 4.28
H -5.23 2.72 -0.96
H -4.69 1.15 -1.34
H -3.55 2.35 -0.69
```

Properties
spin multiplicity: 2
lowest unoccupied orbital energy (spin up / spin down): 0.54 / 0.43 eV
gap between HOMO and LUMO (spin up / spin down): 2.1 / 9.1 eV

---

Entry from OMol25: a structure of composition C16H12BaCl2N5O7S2 (ωB97M-V/def2-TZVPD).

Geometry as XYZ:
```
45
Properties=species:S:1:pos:R:3
Ba 0.17 0.85 0.70
C -0.85 5.80 4.15
S -1.94 5.55 2.74
C -1.69 3.84 2.33
S -0.53 2.89 3.14
N -2.54 3.53 1.39
N -2.32 2.35 0.75
C -3.35 1.80 0.22
C -3.26 0.62 -0.65
C -4.44 0.06 -1.14
C -4.37 -1.02 -1.99
C -3.13 -1.53 -2.34
C -2.00 -0.92 -1.81
N -2.06 0.12 -0.99
H -1.01 6.83 4.47
H 0.20 5.67 3.87
H -1.10 5.12 4.95
H -4.35 2.21 0.37
H -5.39 0.49 -0.85
H -5.28 -1.47 -2.38
H -3.03 -2.39 -3.00
H -1.01 -1.29 -2.04
Cl -0.43 2.92 -2.54
C 1.21 3.33 -1.99
Cl 1.17 4.05 -0.37
H 1.63 4.05 -2.68
H 1.79 2.41 -1.94
O 2.79 0.46 0.85
C 2.60 -0.21 -0.20
O 2.06 0.27 -1.24
C 2.71 -1.71 -0.13
C 3.84 -2.39 -0.49
C 3.85 -3.80 -0.45
C 2.72 -4.50 -0.08
C 1.57 -3.81 0.24
C 1.50 -2.38 0.30
O 0.49 -1.73 0.70
N 0.39 -4.61 0.54
O -0.70 -4.18 0.22
O 0.56 -5.70 1.05
N 5.04 -4.52 -0.82
O 5.02 -5.74 -0.80
O 6.02 -3.87 -1.16
H 4.73 -1.87 -0.81
H 2.72 -5.58 -0.07
```

Properties
charge: -1
lowest unoccupied orbital energy: 1.78 eV
energy above the lowest of the compared OMol25 structures with the same formula, charge and spin: 7.9 kJ/mol
gap between HOMO and LUMO: 7.3 eV

---

Entry from OMol25: a cluster of 3 separate species, C27H33ClFIN5O4 in total (ωB97M-V/def2-TZVPD).

Geometry as XYZ:
```
72
Properties=species:S:1:pos:R:3
C -4.14 -4.55 2.55
C -2.54 -4.49 2.56
C -2.08 -4.57 1.06
C -0.53 -4.36 0.84
C 0.04 -3.04 1.48
C 0.66 -2.01 0.41
C -0.32 -0.77 0.34
C -1.56 -0.67 -0.58
I -2.16 -2.23 -1.92
C -2.26 0.59 -0.38
C -3.57 0.76 -1.25
O -3.51 1.19 -2.35
N -4.84 0.38 -0.61
C -5.40 1.45 0.13
O -6.17 1.34 1.00
F -4.98 2.71 -0.20
N -2.00 1.63 0.39
N -0.95 1.53 1.18
C -0.70 2.73 2.04
C -1.65 2.79 3.29
C -1.30 1.78 4.44
C -0.48 2.41 5.64
O -0.14 3.79 5.46
C 1.22 4.02 5.52
O 1.92 3.68 4.61
C -0.19 0.42 1.16
Cl 1.18 0.38 2.32
H -4.49 -5.60 2.70
H -4.57 -3.94 3.38
H -4.55 -4.16 1.59
H -2.28 -3.53 3.07
H -2.18 -5.36 3.16
H -2.70 -3.85 0.48
H -2.34 -5.59 0.69
H -0.39 -4.26 -0.27
H 0.00 -5.26 1.22
H -0.82 -2.51 1.97
H 0.78 -3.23 2.30
H 1.67 -1.69 0.76
H 0.77 -2.49 -0.60
H -4.69 -0.44 -0.02
H 0.38 2.89 2.26
H -1.01 3.60 1.39
H -1.76 3.85 3.62
H -2.67 2.49 2.91
H -0.78 0.86 4.08
H -2.27 1.43 4.87
H -1.06 2.32 6.59
H 0.43 1.77 5.78
H 1.73 4.54 6.37
N 2.65 -2.63 -2.58
C 3.79 -3.11 -3.10
C 4.83 -2.32 -3.55
C 4.69 -0.95 -3.46
C 3.52 -0.42 -2.93
C 2.53 -1.29 -2.51
H 3.85 -4.19 -3.16
H 5.72 -2.76 -3.96
H 5.48 -0.29 -3.80
H 3.38 0.65 -2.85
H 1.60 -0.94 -2.08
N 2.64 2.22 -5.38
C 3.75 2.24 -6.13
C 4.43 3.39 -6.49
C 3.93 4.61 -6.05
C 2.78 4.62 -5.27
C 2.18 3.41 -4.97
H 4.10 1.26 -6.46
H 5.32 3.34 -7.10
H 4.43 5.53 -6.31
H 2.36 5.55 -4.91
H 1.29 3.37 -4.36
```

Properties
charge: +1
lowest unoccupied orbital energy: -5.11 eV
gap between HOMO and LUMO: 6.4 eV

---

Entry from OMol25: a cluster of 2 separate species, C7H11O4 in total (ωB97M-V/def2-TZVPD).

Geometry as XYZ:
```
22
Properties=species:S:1:pos:R:3
C 1.66 -1.02 -0.19
C -2.14 0.46 -0.34
C 0.36 0.30 0.94
C 1.02 1.14 -0.13
C 2.36 -2.24 -0.63
C 1.90 2.28 0.37
C -4.19 -0.70 0.16
O -1.81 1.10 -1.26
O 1.81 0.12 -0.81
O 0.87 -0.97 0.81
O -2.80 -0.25 0.40
H 0.16 0.62 1.95
H 0.31 1.53 -0.88
H 2.00 -3.10 -0.06
H 3.43 -2.12 -0.47
H 2.21 -2.40 -1.70
H 2.63 1.92 1.09
H 1.27 3.03 0.83
H 2.43 2.73 -0.47
H -4.17 -1.78 0.26
H -4.53 -0.40 -0.82
H -4.80 -0.26 0.95
```

Properties
charge: +1
lowest unoccupied orbital energy (spin up / spin down): -4.11 / -3.64 eV
energy above the lowest of the compared OMol25 structures with the same formula, charge and spin: 241.4 kJ/mol
gap between HOMO and LUMO (spin up / spin down): 6.6 / 7.7 eV

---

Entry from OMol25: an isolated molecule of C3H7NO2S (ωB97M-V/def2-TZVPD).

Geometry as XYZ:
```
14
Properties=species:S:1:pos:R:3
C -0.35 0.76 0.35
C -0.58 0.52 -1.15
S -1.50 1.94 -1.96
N 0.77 -0.06 0.81
C 0.51 -1.32 1.19
O 1.64 -2.04 1.43
O -0.58 -1.85 1.29
H -0.28 1.83 0.53
H -1.20 0.38 0.90
H -1.33 -0.26 -1.27
H 0.28 0.33 -1.78
H -0.41 2.50 -2.53
H 1.72 0.18 0.61
H 1.29 -2.93 1.59
```

Properties
SMILES: O=C(O)NCCS
lowest unoccupied orbital energy: 0.66 eV
energy above the lowest of the compared OMol25 structures with the same formula, charge and spin: 17.4 kJ/mol
gap between HOMO and LUMO: 10.0 eV

---

Entry from OMol25: an isolated molecule of C5H10O (ωB97M-V/def2-TZVPD).

Geometry as XYZ:
```
16
Properties=species:S:1:pos:R:3
C 1.89 -0.36 0.52
O 1.18 0.76 0.09
C -0.13 0.44 -0.14
C -0.97 1.72 -0.22
C -0.59 -0.73 -0.90
C -0.68 -1.09 0.55
H 1.11 -0.91 1.12
H 2.17 -1.00 -0.33
H 2.79 -0.02 1.05
H -1.91 1.56 0.31
H -0.45 2.57 0.23
H -1.21 2.00 -1.26
H -1.52 -0.61 -1.44
H 0.18 -1.26 -1.46
H -0.28 -2.10 0.78
H -1.60 -0.95 1.10
```

Properties
SMILES: COC1(C)CC1
lowest unoccupied orbital energy: 1.11 eV
energy above the lowest of the compared OMol25 structures with the same formula, charge and spin: 299.8 kJ/mol
gap between HOMO and LUMO: 9.6 eV

---

Ordered electronic energy results: -2444.3221, -3159.6826, -2480.7690, -573.8943, -721.9560, -271.6384; unit hartree.